# 1
222
Properties=species:S:1:pos:R:3:lowdin_charge:R:1 method="wB97M-V/def2-TZVPD" e_above_lowest_kcal_mol=12.1 total_charge=+1 multiplicity=1
In 0.40 4.30 -1.43 1.2086
C -0.98 0.22 1.42 0.1550
C -0.84 -1.21 1.24 -0.3044
C -0.11 -1.82 -0.07 -0.2346
O -0.23 -3.02 -0.35 0.1264
C 0.49 -0.89 -0.95 0.1974
C 0.29 0.46 -0.70 -0.2445
C -0.57 1.03 0.44 -0.2385
O -0.68 2.32 0.71 0.0279
O 1.06 1.15 -1.44 0.0937
O -1.28 -2.00 1.98 0.1191
H -1.51 0.50 2.32 0.1287
H 1.12 -1.23 -1.76 0.1373
C -0.27 -0.71 5.15 -0.1142
C 0.64 -1.36 6.15 -0.1633
O 0.94 -0.36 7.11 -0.1964
S 0.63 1.23 6.69 0.7764
O 1.88 1.97 6.79 -0.2385
O -0.57 1.72 7.40 -0.2450
O 0.18 0.73 5.10 -0.2689
H -1.32 -0.66 5.43 0.1021
H -0.30 -1.12 4.14 0.0968
H 1.60 -1.63 5.70 0.1230
H 0.31 -2.19 6.77 0.1369
C -4.24 -3.11 -1.47 -0.1807
C -3.71 -3.34 0.04 -0.1137
O -4.91 -3.47 0.86 -0.2089
S -6.28 -3.19 0.07 0.7459
O -7.10 -2.21 0.77 -0.2140
O -6.88 -4.51 -0.25 -0.2286
O -5.48 -2.53 -1.26 -0.2084
H -4.14 -3.94 -2.17 0.1185
H -3.53 -2.41 -1.91 0.1009
H -3.09 -2.46 0.22 0.0827
H -2.94 -4.10 0.13 0.1065
C 4.05 -1.28 -0.54 -0.2342
C 3.70 -2.67 -0.04 -0.1116
O 5.01 -3.38 0.24 -0.1770
S 6.24 -2.38 -0.25 0.7616
O 6.60 -2.64 -1.63 -0.2258
O 7.38 -2.42 0.74 -0.2476
O 5.32 -1.03 -0.08 -0.2192
H 3.21 -0.65 -0.27 0.1254
H 4.19 -1.28 -1.62 0.1239
H 3.14 -3.18 -0.81 0.0911
H 3.06 -2.81 0.83 0.1103
C 1.98 1.65 3.07 -0.1906
C 1.48 3.07 3.33 -0.1654
O 2.43 3.88 2.70 -0.1875
S 3.23 3.15 1.49 0.7158
O 4.66 2.99 1.89 -0.2440
O 2.90 3.60 0.15 -0.3019
O 2.47 1.74 1.74 -0.2151
H 1.25 0.86 2.91 0.1094
H 2.76 1.45 3.80 0.1119
H 1.57 3.33 4.39 0.1349
H 0.45 3.14 2.98 0.1089
C 2.08 -0.84 -4.29 -0.2239
C 2.85 -0.46 -5.45 -0.2479
O 3.79 -1.37 -5.79 -0.1146
S 3.36 -2.80 -5.26 0.7663
O 4.46 -3.58 -4.62 -0.2422
O 2.59 -3.53 -6.26 -0.2454
O 2.30 -2.19 -4.07 -0.2155
H 1.02 -0.58 -4.36 0.1308
H 2.52 -0.50 -3.36 0.1135
H 3.28 0.54 -5.34 0.1222
H 2.17 -0.38 -6.30 0.1311
C -1.82 -7.27 0.77 -0.2232
C -2.99 -6.86 1.62 -0.1524
O -4.11 -7.32 0.84 -0.2041
S -3.71 -7.76 -0.73 0.7522
O -3.72 -6.55 -1.53 -0.2500
O -4.42 -9.02 -1.11 -0.2218
O -2.24 -8.12 -0.24 -0.1699
H -0.95 -7.60 1.33 0.1468
H -1.40 -6.39 0.27 0.1052
H -2.91 -5.77 1.67 0.0955
H -3.06 -7.37 2.58 0.1442
C 0.87 -3.51 3.05 -0.2117
C 0.56 -4.68 2.08 -0.2133
O 0.83 -5.69 2.98 -0.2020
S 2.33 -5.45 3.71 0.8059
O 3.43 -5.61 2.74 -0.2236
O 2.40 -6.14 5.03 -0.2279
O 1.97 -3.84 3.86 -0.2010
H -0.03 -3.23 3.61 0.1055
H 1.22 -2.67 2.46 0.1032
H 1.29 -4.76 1.28 0.1099
H -0.44 -4.61 1.64 0.1084
C -3.91 1.22 2.48 -0.2075
C -4.66 0.12 1.77 -0.2264
O -5.72 -0.14 2.58 -0.2103
S -6.44 1.29 3.08 0.8299
O -7.11 1.12 4.42 -0.2438
O -7.27 1.77 1.97 -0.2379
O -4.91 1.98 3.15 -0.2013
H -3.32 1.94 1.91 0.0985
H -3.11 0.95 3.17 0.1003
H -4.07 -0.79 1.68 0.1061
H -5.07 0.45 0.82 0.1230
C 6.33 0.40 4.48 -0.1285
C 5.17 0.44 5.52 -0.1048
O 4.48 -0.81 5.20 -0.2115
S 4.56 -1.24 3.62 0.6607
O 3.39 -0.80 2.85 -0.2638
O 5.02 -2.56 3.48 -0.1820
O 5.81 -0.23 3.29 -0.2049
H 7.14 -0.25 4.81 0.1336
H 6.71 1.38 4.21 0.1340
H 4.53 1.30 5.30 0.1086
H 5.50 0.49 6.56 0.1402
C -1.63 2.20 -7.73 -0.1547
C -1.25 0.75 -7.54 -0.1988
O -0.57 0.63 -6.35 -0.2133
S 0.17 2.08 -5.85 0.7112
O 1.46 2.27 -6.47 -0.2144
O 0.00 2.37 -4.44 -0.2455
O -0.94 2.89 -6.71 -0.2041
H -2.69 2.44 -7.59 0.1346
H -1.28 2.65 -8.66 0.1372
H -0.53 0.55 -8.34 0.1398
H -2.16 0.15 -7.53 0.1445
C 5.64 1.61 -1.30 -0.1037
C 6.13 3.04 -1.57 -0.1790
O 5.25 3.73 -2.40 -0.1832
S 4.20 2.78 -3.20 0.7048
O 4.61 2.34 -4.51 -0.2133
O 2.90 3.44 -3.02 -0.3311
O 4.41 1.58 -2.10 -0.2308
H 5.53 1.34 -0.25 0.1187
H 6.32 0.92 -1.79 0.1326
H 7.07 3.18 -2.11 0.1346
H 6.28 3.66 -0.69 0.1327
C 1.93 -6.19 -3.08 -0.1270
C 1.80 -5.22 -1.87 -0.1078
O 2.86 -5.71 -0.94 -0.2646
S 3.20 -7.30 -1.10 0.7390
O 2.34 -8.17 -0.28 -0.2689
O 4.64 -7.48 -0.92 -0.2339
O 2.74 -7.37 -2.73 -0.1997
H 2.45 -5.70 -3.90 0.1168
H 1.03 -6.64 -3.49 0.1313
H 1.02 -5.44 -1.14 0.1032
H 1.86 -4.16 -2.10 0.0949
C 2.11 7.82 4.22 -0.2064
C 3.60 7.43 3.95 -0.1743
O 3.41 6.52 2.91 -0.2054
S 2.25 7.18 1.83 0.7638
O 1.63 6.10 1.13 -0.2955
O 2.67 8.36 1.05 -0.2256
O 1.34 7.57 3.12 -0.1902
H 1.97 8.87 4.48 0.1359
H 1.64 7.19 4.98 0.1324
H 4.09 7.05 4.85 0.1394
H 4.18 8.27 3.59 0.1251
C -5.32 1.53 -3.41 -0.1580
C -5.30 0.39 -2.35 -0.1701
O -4.03 0.50 -1.73 -0.2059
S -2.88 0.95 -2.79 0.7240
O -2.10 -0.17 -3.25 -0.2433
O -2.19 2.14 -2.31 -0.2613
O -4.05 1.37 -3.97 -0.1874
H -5.42 2.47 -2.86 0.1264
H -6.05 1.34 -4.20 0.1477
H -5.61 -0.52 -2.87 0.1241
H -6.08 0.44 -1.59 0.1404
C 2.69 5.41 -7.76 -0.2028
C 3.91 4.87 -6.96 -0.1477
O 3.45 4.83 -5.61 -0.2569
S 2.11 5.85 -5.32 0.7543
O 2.53 7.21 -5.31 -0.2035
O 1.38 5.31 -4.20 -0.3210
O 1.68 5.30 -6.83 -0.2158
H 2.58 4.66 -8.53 0.1347
H 2.87 6.39 -8.21 0.1317
H 4.81 5.46 -7.15 0.1337
H 3.97 3.79 -7.12 0.1255
C -4.13 -2.44 4.14 -0.1503
C -3.53 -3.84 4.29 -0.1233
O -3.35 -3.98 5.74 -0.2097
S -3.42 -2.55 6.62 0.7451
O -2.10 -2.24 7.21 -0.2462
O -4.64 -2.56 7.40 -0.2113
O -3.74 -1.69 5.29 -0.2193
H -5.22 -2.41 4.07 0.1416
H -3.74 -1.98 3.23 0.0886
H -2.57 -3.95 3.78 0.1021
H -4.05 -4.74 3.98 0.1326
C -2.53 3.11 4.80 -0.1180
C -2.04 4.37 5.62 -0.2255
O -1.18 5.06 4.86 -0.1813
S -1.88 5.19 3.36 0.8113
O -0.85 5.26 2.29 -0.2631
O -2.98 6.23 3.36 -0.2536
O -2.44 3.60 3.43 -0.2420
H -3.55 2.90 5.11 0.1317
H -1.88 2.24 4.83 0.1014
H -1.44 3.91 6.40 0.1257
H -2.91 4.99 5.87 0.1393
C -2.07 -2.77 -4.92 -0.1785
C -0.95 -3.47 -4.09 -0.1454
O -0.12 -4.19 -5.06 -0.2252
S -0.51 -3.81 -6.68 0.7907
O -0.35 -5.04 -7.46 -0.2133
O 0.17 -2.59 -7.12 -0.2614
O -2.10 -3.43 -6.21 -0.1989
H -2.00 -1.68 -4.97 0.0853
H -3.02 -2.83 -4.38 0.1131
H -1.33 -4.03 -3.24 0.1160
H -0.40 -2.73 -3.52 0.0895
C -4.94 6.80 0.05 -0.1693
C -5.40 6.13 -1.24 -0.2312
O -4.51 5.15 -1.65 -0.1724
S -3.78 4.57 -0.21 0.8048
O -2.31 4.44 -0.32 -0.3820
O -4.54 3.34 0.19 -0.2604
O -4.28 5.80 0.79 -0.1741
H -5.81 7.20 0.57 0.1420
H -4.41 7.73 -0.17 0.1351
H -5.60 6.79 -2.08 0.1422
H -6.38 5.67 -1.09 0.1307

# 2
155
Properties=species:S:1:pos:R:3:lowdin_charge:R:1 method="wB97M-V/def2-TZVPD" total_charge=+1 multiplicity=1
C 18.37 -13.43 -0.17 0.0231
C 17.41 -14.40 0.56 -0.3863
C 18.21 -15.19 1.62 -0.0812
C 18.35 -14.40 2.90 -0.1621
C 17.06 -13.84 3.44 -0.1174
C 16.34 -12.96 2.40 -0.3821
N 16.26 -13.66 1.06 0.0208
O 15.44 -13.26 0.37 0.2485
C 17.08 -11.62 2.24 0.0012
C 14.98 -12.60 3.00 -0.0093
C 16.99 -15.38 -0.58 0.0277
H 18.53 -12.57 0.47 0.0706
H 17.88 -13.02 -1.05 0.0817
H 19.30 -13.86 -0.52 0.0865
H 19.16 -15.37 1.13 0.1133
H 17.69 -16.15 1.72 0.1113
H 19.09 -13.59 2.83 0.1009
H 18.79 -15.07 3.65 0.1119
H 17.19 -13.35 4.40 0.1045
H 16.39 -14.67 3.67 0.1121
H 16.78 -10.98 3.07 0.0848
H 16.78 -11.02 1.38 0.1050
H 18.16 -11.68 2.32 0.0785
H 14.37 -11.90 2.43 0.0875
H 15.13 -12.09 3.95 0.0846
H 14.47 -13.52 3.30 0.0873
H 17.89 -15.76 -1.05 0.1051
H 16.33 -14.87 -1.29 0.0808
H 16.38 -16.15 -0.11 0.0747
C 11.89 -11.06 4.21 -0.1303
C 10.72 -10.25 4.72 -0.1057
O 9.60 -10.99 4.21 0.0778
C 10.01 -11.68 3.13 -0.5509
O 9.34 -12.28 2.36 0.1645
O 11.37 -11.57 3.00 0.0366
H 12.17 -11.84 4.93 0.1388
H 12.81 -10.49 4.14 0.1044
H 10.67 -9.23 4.34 0.1317
H 10.66 -10.17 5.80 0.1379
C 18.65 -9.39 -2.05 -0.0888
C 18.96 -10.12 -3.37 -0.0749
O 17.78 -10.92 -3.53 0.0730
C 17.07 -10.96 -2.40 -0.5987
O 16.04 -11.56 -2.31 0.1379
O 17.62 -10.19 -1.45 0.0499
H 18.18 -8.43 -2.26 0.1315
H 19.50 -9.26 -1.39 0.1282
H 19.83 -10.76 -3.22 0.1198
H 19.03 -9.40 -4.18 0.1356
C 21.49 -15.50 -4.07 -0.0884
C 20.27 -15.21 -3.16 -0.1345
O 20.45 -13.84 -2.92 0.0357
C 21.73 -13.44 -3.17 -0.5776
O 22.15 -12.37 -2.88 0.1525
O 22.36 -14.41 -3.79 0.0826
H 21.34 -15.42 -5.14 0.1331
H 21.87 -16.51 -3.89 0.1348
H 20.22 -15.87 -2.30 0.1053
H 19.44 -15.47 -3.82 0.1342
C 14.83 -6.03 3.45 -0.0758
C 13.94 -6.49 4.63 -0.1127
O 13.71 -7.87 4.37 0.0593
C 14.60 -8.30 3.45 -0.5625
O 14.77 -9.44 3.15 0.1443
O 15.35 -7.29 3.01 0.0736
H 15.65 -5.43 3.83 0.1346
H 14.23 -5.61 2.65 0.1346
H 13.04 -5.90 4.76 0.1334
H 14.49 -6.43 5.57 0.1327
C 16.48 -14.67 8.85 -0.0866
C 17.32 -14.90 7.58 -0.0987
O 16.69 -14.09 6.60 0.0251
C 15.82 -13.23 7.17 -0.5724
O 15.15 -12.48 6.52 0.1559
O 15.69 -13.54 8.47 0.0680
H 17.01 -14.39 9.76 0.1344
H 15.82 -15.51 9.06 0.1245
H 17.15 -15.96 7.38 0.1168
H 18.36 -14.62 7.67 0.1253
C 12.03 -14.20 1.14 -0.0992
C 12.49 -14.85 -0.15 -0.0797
O 13.70 -15.50 0.27 0.0367
C 13.71 -15.64 1.61 -0.5750
O 14.53 -16.21 2.27 0.1425
O 12.71 -14.91 2.17 0.0494
H 10.95 -14.29 1.29 0.1352
H 12.27 -13.14 1.21 0.1213
H 12.76 -14.09 -0.89 0.1170
H 11.75 -15.51 -0.60 0.1399
C 14.28 -19.69 -1.77 -0.0952
C 14.70 -18.37 -1.14 -0.1126
O 16.12 -18.33 -1.37 0.0299
C 16.46 -19.28 -2.26 -0.5884
O 17.56 -19.39 -2.71 0.1618
O 15.40 -20.03 -2.61 0.0639
H 13.34 -19.61 -2.32 0.1327
H 14.22 -20.55 -1.11 0.1305
H 14.51 -18.42 -0.07 0.1272
H 14.31 -17.50 -1.66 0.1061
C 12.91 -14.40 -4.07 -0.1125
C 14.32 -13.93 -3.67 -0.1181
O 14.99 -15.16 -3.46 0.0471
C 14.30 -16.19 -4.03 -0.5449
O 14.71 -17.29 -4.11 0.1895
O 13.06 -15.77 -4.37 0.0748
H 12.50 -13.90 -4.93 0.1360
H 12.32 -14.26 -3.16 0.1108
H 14.33 -13.36 -2.74 0.1009
H 14.76 -13.27 -4.43 0.1324
C 13.89 -16.85 6.18 -0.1034
C 12.73 -16.38 5.29 -0.0771
O 11.97 -15.57 6.20 0.0764
C 12.62 -15.39 7.35 -0.5893
O 12.26 -14.66 8.21 0.1765
O 13.80 -16.06 7.37 0.0493
H 14.85 -16.66 5.69 0.1089
H 13.80 -17.91 6.39 0.1302
H 12.23 -17.19 4.78 0.1364
H 13.11 -15.63 4.59 0.1057
C 22.60 -16.43 1.74 -0.0772
C 22.71 -16.11 0.24 -0.2711
O 21.44 -15.67 -0.27 -0.1188
H 23.06 -15.73 2.44 0.0643
H 22.97 -17.45 1.91 0.0709
H 21.56 -16.61 2.03 0.0674
H 22.89 -17.06 -0.27 0.1108
H 23.49 -15.39 0.02 0.1093
H 21.31 -14.81 0.15 0.0269
C 22.98 -11.68 0.36 -0.0694
C 21.55 -11.85 0.93 -0.2719
O 21.40 -13.23 1.28 -0.1038
H 23.70 -11.56 1.16 0.0743
H 23.03 -10.86 -0.35 0.0750
H 23.24 -12.62 -0.14 0.0668
H 20.84 -11.37 0.26 0.1001
H 21.51 -11.22 1.83 0.1090
H 21.97 -13.36 2.04 0.0956
C 17.93 -18.88 3.24 -0.0619
C 16.82 -18.18 4.00 -0.3013
O 17.28 -16.97 4.61 -0.1040
H 17.93 -18.36 2.28 0.0613
H 17.73 -19.94 3.08 0.0780
H 18.92 -18.79 3.67 0.0776
H 16.40 -18.79 4.81 0.1089
H 15.94 -17.90 3.42 0.0893
H 17.68 -17.16 5.47 0.0735
C 20.15 -12.20 6.03 -0.0702
C 18.94 -11.33 5.73 -0.2897
O 19.42 -9.97 5.68 -0.0926
H 20.68 -11.73 6.86 0.0802
H 20.86 -12.08 5.20 0.0710
H 19.94 -13.27 6.10 0.0620
H 18.14 -11.31 6.47 0.1115
H 18.57 -11.48 4.72 0.0831
H 19.26 -9.63 6.56 0.0778

Table of HOMO (eV), in record order: -12.3955; -12.1521
Table of gap between HOMO and LUMO (eV), in record order: 3.845; 7.659
Table of LUMO energy (eV), in record order: -8.55; -4.49